Here is C14H23BN6OTi as an isolated structure at a distorted geometry from the OMol25 dataset. Energies are from wB97M-V/def2-TZVPD.

Values from the calculation:
- Highest occupied orbital energy (alpha / beta): -5.0 / -7.5 eV
- Relative energy (zero: lowest compared OMol25 entry of this formula, charge and spin): 169.3 kJ/mol
- Multiplicity: 3
- Max |F|: 2.2 eV Å⁻¹
- <S²>: 2.01
- E_LUMO (alpha / beta): 0.41 / -4.63 eV
- Gap between HOMO and LUMO (alpha / beta): 5.396 / 2.865 eV

Positions of all 46 atoms, in Å:
H1 0.663 -1.762 2.523
N1 0.914 -1.581 0.437
B1 1.388 -1.993 -2.036
N2 1.451 -2.411 -0.535
C1 1.919 -3.531 0.038
Ti1 -0.006 0.387 0.048
H2 2.378 -4.291 -0.581
C2 1.669 -3.456 1.407
H3 1.898 -4.199 2.142
C3 1.033 -2.220 1.618
H4 1.862 -2.819 -2.766
C4 -0.714 2.012 -1.028
H5 -1.104 2.792 -0.358
H6 -1.493 1.687 -1.734
H7 0.160 2.399 -1.582
N3 2.176 -0.653 -2.127
N4 -0.119 -1.735 -2.344
N5 1.785 0.389 -1.296
N6 -0.869 -0.895 -1.525
C5 3.241 -0.269 -2.852
C6 -0.918 -2.266 -3.288
H8 3.667 -0.958 -3.570
H9 -0.499 -2.940 -4.023
C7 3.562 1.042 -2.504
C8 -2.213 -1.789 -3.092
C9 2.625 1.414 -1.528
C10 -2.141 -0.946 -1.970
H10 4.343 1.655 -2.898
H11 -3.082 -2.010 -3.677
H12 2.493 2.351 -1.007
H13 -2.915 -0.363 -1.493
H14 1.000 1.508 0.679
C11 -0.632 2.662 2.497
C12 -1.503 1.404 2.525
C13 -1.389 0.780 3.911
C14 -2.971 1.766 2.290
O1 -1.085 0.463 1.537
H15 -0.909 3.387 3.273
H16 -0.690 3.159 1.519
H17 0.419 2.389 2.661
H18 -1.765 1.482 4.663
H19 -1.992 -0.136 3.969
H20 -0.343 0.552 4.151
H21 -3.131 2.246 1.317
H22 -3.596 0.862 2.324
H23 -3.294 2.439 3.092

Partial charges, Mulliken, in e: 0.44 0.61 0.27 -0.32 -0.11 0.14 0.46 -0.88 0.43 -0.28 -0.11 -1.14 0.37 0.32 0.24 -0.12 -0.14 0.44 0.40 -0.11 -0.11 0.44 0.44 -1.19 -1.18 -0.15 -0.21 0.40 0.40 0.47 0.48 -0.01 -1.53 1.73 -1.75 -1.66 -0.80 0.44 0.22 0.33 0.44 0.39 0.35 0.33 0.38 0.41

---

Here is C14H23BeN3O5 as an isolated structure at a distorted geometry from the OMol25 dataset. Energies are from wB97M-V/def2-TZVPD.

Values from the calculation:
- Highest occupied orbital energy: -12.7 eV
- Relative energy (zero: lowest compared OMol25 entry of this formula, charge and spin): 65.6 kJ/mol
- Multiplicity: 1
- Max |F|: 2.3 eV Å⁻¹
- Total charge: +2
- E_LUMO: -7.69 eV
- Gap between HOMO and LUMO: 5.047 eV

Positions of all 46 atoms, in Å:
C1 7.810 -1.956 -1.828
C2 8.054 -3.143 -2.476
H1 8.467 -1.656 -1.008
H2 7.211 -1.176 -2.302
C3 7.016 -3.787 -3.246
C4 5.755 -3.282 -3.172
H3 5.519 -2.583 -2.394
H4 4.968 -3.705 -3.794
C5 9.408 -3.807 -2.433
H5 10.096 -3.242 -1.797
H6 9.856 -3.864 -3.436
H7 9.354 -4.836 -2.050
C6 7.291 -5.022 -4.089
H8 7.674 -5.868 -3.502
H9 8.009 -4.859 -4.905
H10 6.348 -5.343 -4.542
Be1 0.695 -0.239 -0.272
O1 2.181 -0.597 -0.575
C7 2.689 -0.565 -1.751
O2 -0.113 0.179 -1.587
C8 0.581 0.297 -2.642
O3 0.083 0.781 -3.735
N1 1.893 -0.091 -2.786
C9 1.131 0.743 -4.788
C10 2.361 0.185 -4.153
H11 1.271 1.767 -5.135
H12 0.740 0.113 -5.588
H13 3.170 0.913 -4.129
H14 2.694 -0.737 -4.627
C11 4.034 -0.966 -1.963
C12 4.808 -1.185 -0.859
H15 4.372 -1.091 -2.995
H16 4.308 -1.227 0.108
H17 5.878 -1.310 -0.910
C13 -1.106 2.521 2.493
O4 -1.393 1.081 2.403
C14 -0.665 0.371 1.581
O5 0.308 0.821 0.898
N2 -0.991 -0.919 1.424
N3 -0.159 -1.608 0.479
H18 -2.064 2.972 2.744
H19 -0.728 2.904 1.543
H20 -0.385 2.687 3.296
H21 -1.754 -1.363 1.918
H22 0.485 -2.223 0.991
H23 -0.754 -2.198 -0.113

Partial charges, Mulliken, in e: -1.14 1.19 0.31 0.59 0.58 -0.36 -0.58 0.24 -1.43 0.38 0.33 0.34 -1.35 0.33 0.33 0.36 0.02 -0.44 0.74 -0.47 0.60 -0.31 0.20 -0.44 -0.55 0.33 0.32 0.36 0.39 0.06 -0.80 0.52 0.26 0.16 -0.62 -0.36 0.87 -0.41 -0.25 -0.14 0.27 0.32 0.30 0.25 0.34 0.36

---

Here is C14H23Br2Cl3KLi2O13S as an isolated structure at a distorted geometry from the OMol25 dataset. Energies are from wB97M-V/def2-TZVPD.

Values from the calculation:
- Highest occupied orbital energy: -8.5 eV
- Multiplicity: 1
- Max |F|: 6.4 eV Å⁻¹
- Total charge: +1
- E_LUMO: -5.73 eV
- Gap between HOMO and LUMO: 2.783 eV

Positions of all 59 atoms, in Å:
C1 4.447 -1.707 -1.575
C2 4.169 -0.197 -1.575
O1 2.986 0.108 -2.260
C3 1.843 -0.416 -1.553
C4 0.569 0.381 -1.696
O2 -0.341 -0.205 -2.633
C5 -1.028 -1.221 -2.107
O3 -0.584 -1.993 -1.300
O4 -2.268 -1.292 -2.628
S1 -3.421 -0.999 -1.456
H1 5.519 -1.916 -1.621
H2 3.977 -2.202 -2.418
H3 4.112 -2.180 -0.666
H4 4.976 0.353 -2.057
H5 4.148 0.147 -0.545
H6 1.621 -1.410 -1.915
H7 2.083 -0.501 -0.499
H8 0.692 1.424 -1.990
H9 0.095 0.386 -0.723
H10 -3.119 -1.848 -0.462
C6 4.615 3.608 -0.892
O5 3.496 2.794 -0.527
H11 4.945 4.159 -0.018
H12 5.427 2.976 -1.246
H13 4.329 4.319 -1.678
H14 3.224 2.307 -1.314
C7 -4.218 2.568 -3.634
O6 -4.555 1.697 -4.440
O7 -3.552 2.010 -2.452
O8 -4.269 3.795 -3.627
H15 -3.562 1.080 -2.676
C8 -1.155 4.042 -3.070
Cl1 -0.248 2.959 -4.121
Cl2 -0.612 3.836 -1.363
Cl3 -0.894 5.714 -3.540
H16 -2.215 3.793 -3.120
Li1 6.430 -1.728 -3.198
C9 0.355 -2.220 3.665
C10 -0.298 -2.214 2.471
C11 -1.743 -1.789 2.380
O9 -2.252 -1.738 1.257
C12 -2.407 -1.435 3.581
C13 -1.777 -1.440 4.790
C14 -0.303 -1.854 4.854
O10 0.263 -1.896 5.951
O11 -2.468 -1.102 5.840
O12 0.276 -2.564 1.367
H17 1.386 -2.534 3.742
H18 -3.446 -1.140 3.507
H19 -2.067 -0.962 6.835
H20 -0.393 -2.551 0.645
K1 2.383 4.133 -1.779
Br1 -2.347 -1.171 8.820
Li2 -0.336 -2.614 8.207
Br2 -1.494 -4.821 1.696
O13 -5.274 -0.987 1.087
H21 -5.806 -1.639 0.586
H22 -4.297 -1.246 1.103
H23 -5.618 -0.858 1.991

Partial charges, Mulliken, in e: -1.79 0.17 -0.49 -0.40 0.38 -0.34 0.67 -0.54 -0.34 -0.09 0.50 0.57 0.21 0.22 0.37 0.34 0.53 -0.64 0.35 0.31 -0.74 -0.65 0.30 0.23 0.45 0.45 0.62 -0.70 -0.44 -0.72 0.29 0.72 -0.07 -0.15 -0.09 -0.32 1.00 -1.15 0.32 1.99 -0.47 -1.20 0.46 0.52 -0.69 -0.42 -0.56 0.42 0.06 0.17 0.21 0.81 -0.79 0.83 -0.67 -0.36 0.45 0.42 0.47

---

Here is C14H23Cl2IrN2S2Si as an isolated structure at a distorted geometry from the OMol25 dataset. Energies are from wB97M-V/def2-TZVPD.

Values from the calculation:
- Highest occupied orbital energy (alpha / beta): -10.7 / -10.7 eV
- Relative energy (zero: lowest compared OMol25 entry of this formula, charge and spin): 150.0 kJ/mol
- Multiplicity: 2
- Max |F|: 2.8 eV Å⁻¹
- <S²>: 0.77
- Total charge: +1
- E_LUMO (alpha / beta): -4.60 / -5.41 eV
- Gap between HOMO and LUMO (alpha / beta): 6.126 / 5.321 eV

Positions of all 45 atoms, in Å:
Ir1 -1.203 0.388 0.152
Cl1 -3.697 -0.470 -0.553
C1 -4.430 1.125 -0.299
Cl2 -3.135 2.279 0.065
H1 -5.107 1.075 0.551
H2 -4.938 1.432 -1.213
C2 -2.336 2.027 -3.359
C3 -1.118 1.168 -3.292
C4 -0.332 0.937 -4.425
C5 0.784 0.119 -4.325
C6 1.107 -0.458 -3.115
C7 0.274 -0.207 -2.012
N1 -0.809 0.607 -2.132
N2 0.426 -0.700 -0.781
Si1 1.617 -1.806 -0.144
C8 0.884 -2.287 1.547
C9 1.889 -3.325 -1.266
C10 3.301 -0.939 0.140
H3 -2.338 2.624 -4.265
H4 -2.391 2.695 -2.504
H5 -3.232 1.405 -3.358
H6 -0.581 1.402 -5.363
H7 1.395 -0.062 -5.195
H8 1.968 -1.091 -2.990
H9 -0.200 -2.382 1.505
H10 1.127 -1.547 2.305
H11 1.283 -3.237 1.885
H12 0.998 -3.601 -1.818
H13 2.179 -4.175 -0.659
H14 2.686 -3.159 -1.983
H15 3.197 -0.047 0.746
H16 3.779 -0.660 -0.792
H17 3.953 -1.631 0.663
C11 -0.651 0.303 4.869
C12 -0.594 0.626 3.415
S1 -1.909 0.009 2.505
C13 0.433 1.387 2.890
C14 1.583 1.816 3.746
S2 0.488 1.943 1.271
H18 -1.637 -0.086 5.115
H19 -0.450 1.190 5.467
H20 0.096 -0.452 5.120
H21 1.273 2.496 4.540
H22 2.327 2.317 3.131
H23 2.044 0.949 4.218

Partial charges, Mulliken, in e: 0.85 -0.06 -0.30 -0.08 0.38 0.36 -1.18 0.46 -0.59 -0.66 -0.55 0.87 -0.14 -0.14 -0.19 -0.94 -1.16 -0.96 0.43 0.24 0.16 0.39 0.45 0.31 0.28 0.14 0.45 0.38 0.41 0.37 0.26 0.35 0.37 -1.49 0.63 -0.22 0.63 -1.63 -0.22 0.50 0.33 0.31 0.40 0.47 0.34

---

Here is C14H23F3NPZr as an isolated structure at a distorted geometry from the OMol25 dataset. Energies are from wB97M-V/def2-TZVPD.

Values from the calculation:
- Highest occupied orbital energy (alpha / beta): -13.5 / -13.5 eV
- Relative energy (zero: lowest compared OMol25 entry of this formula, charge and spin): 280.9 kJ/mol
- Multiplicity: 1
- Max |F|: 6.3 eV Å⁻¹
- Total charge: +2
- E_LUMO (alpha / beta): -9.99 / -9.99 eV
- Gap between HOMO and LUMO (alpha / beta): 3.522 / 3.511 eV

Positions of all 43 atoms, in Å:
C1 -2.301 0.123 -2.243
C2 -1.942 -1.029 -1.556
C3 -1.209 -0.965 -0.359
C4 -0.849 0.297 0.162
C5 -1.181 1.460 -0.576
C6 -1.935 1.370 -1.750
C7 -0.883 -2.267 0.301
C8 -0.323 -3.309 -0.717
N1 1.055 -3.122 -1.072
Zr1 0.113 0.672 2.073
C9 -0.637 2.819 -0.189
P1 0.947 2.657 0.786
H1 -2.232 -2.008 -1.946
H2 -2.186 2.289 -2.282
H3 -2.858 0.027 -3.174
H4 -1.340 3.402 0.435
H5 -0.374 3.442 -1.062
H6 -0.182 -2.200 1.144
H7 -1.810 -2.714 0.717
H8 -0.390 -4.303 -0.245
C10 1.358 4.373 1.180
C11 2.159 2.316 -0.545
H9 -0.898 -3.346 -1.652
C12 1.431 -2.249 -2.152
C13 2.030 -3.305 -0.029
H10 -0.818 2.229 2.576
H11 2.085 -2.813 -2.839
H12 0.543 -1.918 -2.710
H13 2.010 -1.369 -1.806
H14 2.900 -3.830 -0.447
H15 2.399 -2.353 0.402
H16 1.601 -3.933 0.764
H17 2.301 3.218 -1.157
H18 3.106 2.034 -0.061
H19 1.836 1.481 -1.182
H20 1.287 4.989 0.268
H21 0.671 4.753 1.948
H22 2.389 4.394 1.561
H23 -1.358 1.654 2.712
F1 -2.580 -0.825 2.834
C14 -1.372 -0.495 3.443
F2 -1.735 0.083 4.653
F3 -0.830 -1.733 3.792

Partial charges, Mulliken, in e: -0.72 -0.80 0.88 0.12 1.03 -1.03 -0.52 -1.30 0.18 0.26 -1.11 0.62 0.48 0.50 0.44 0.46 0.58 0.25 0.37 0.43 -1.17 -1.13 0.51 -0.84 -0.90 0.26 0.34 0.31 0.20 0.36 0.16 0.33 0.39 0.44 0.32 0.43 0.37 0.42 0.30 -0.18 0.41 -0.24 -0.20

---

Here is one molecule with the formula C14H23N3O from the OMol25 dataset. Energies are from wB97M-V/def2-TZVPD.

Values from the calculation:
- Highest occupied orbital energy: -7.3 eV
- Relative energy (zero: lowest compared OMol25 entry of this formula, charge and spin): 0.0 kJ/mol
- Multiplicity: 1
- SMILES: COc1ccc(N2CCN(CCCN)CC2)cc1
- Max |F|: 0.5 eV Å⁻¹
- E_LUMO: 0.89 eV
- Gap between HOMO and LUMO: 8.181 eV

Positions of all 41 atoms, in Å:
C1 4.148 5.188 -0.059
O1 4.074 4.152 -1.003
C2 3.056 3.243 -0.886
C3 3.019 2.236 -1.852
C4 2.036 1.276 -1.832
C5 1.049 1.266 -0.838
N1 0.036 0.309 -0.885
C6 0.404 -1.089 -1.001
C7 -0.755 -1.869 -1.636
N2 -2.010 -1.720 -0.937
C8 -2.353 -2.698 0.065
C9 -1.507 -2.777 1.347
C10 -2.132 -3.756 2.340
N3 -3.442 -3.280 2.756
C11 -2.297 -0.331 -0.674
C12 -1.136 0.470 -0.055
C13 1.097 2.275 0.121
C14 2.079 3.253 0.097
H1 3.252 5.819 -0.080
H2 5.014 5.786 -0.341
H3 4.294 4.801 0.956
H4 3.775 2.237 -2.622
H5 2.020 0.528 -2.610
H6 0.635 -1.502 -0.005
H7 1.294 -1.190 -1.621
H8 -0.900 -1.484 -2.653
H9 -0.502 -2.928 -1.699
H10 -3.387 -2.510 0.365
H11 -2.325 -3.678 -0.424
H12 -0.494 -3.111 1.115
H13 -1.449 -1.793 1.816
H14 -1.437 -3.901 3.187
H15 -2.273 -4.726 1.855
H16 -3.352 -2.404 3.260
H17 -3.883 -3.950 3.376
H18 -2.537 0.136 -1.637
H19 -3.174 -0.264 -0.028
H20 -0.949 0.142 0.981
H21 -1.422 1.524 -0.041
H22 0.369 2.310 0.916
H23 2.067 4.011 0.865

Partial charges, Mulliken, in e: -0.83 -0.46 0.81 -0.69 -0.21 -0.09 0.15 -0.29 -1.12 0.21 -1.04 0.34 -0.88 -0.52 -1.31 -0.58 -0.50 -0.56 0.33 0.23 0.33 0.40 0.43 0.04 0.51 0.37 0.41 0.43 0.30 0.15 0.01 0.35 0.42 0.19 0.23 0.41 0.41 0.29 0.57 0.38 0.36

---

Here is one molecule with the formula C14H23N3O5S at a distorted geometry from the OMol25 dataset. Energies are from wB97M-V/def2-TZVPD.

Values from the calculation:
- Highest occupied orbital energy: -8.8 eV
- Relative energy (zero: lowest compared OMol25 entry of this formula, charge and spin): 257.1 kJ/mol
- Multiplicity: 1
- SMILES: CCOC(=O)CN1C(=O)CC[C@H](NC(=O)[C@@H](N)CCSC)C1=O
- Max |F|: 5.8 eV Å⁻¹
- E_LUMO: 0.63 eV
- Gap between HOMO and LUMO: 9.411 eV

Positions of all 46 atoms, in Å:
C1 3.943 -0.887 0.854
C2 3.728 -1.666 2.175
O1 2.385 -2.253 1.977
C3 2.346 -3.306 1.200
O2 3.083 -4.291 1.243
C4 1.041 -3.737 0.478
N1 -0.160 -2.790 0.684
C5 -0.898 -2.830 1.883
O3 -0.880 -3.748 2.582
C6 -1.710 -1.679 2.406
C7 -2.159 -0.748 1.229
C8 -0.955 -0.400 0.425
N2 -1.557 0.398 -0.741
C9 -1.916 1.752 -0.481
O4 -1.739 2.336 0.659
C10 -2.723 2.588 -1.558
N3 -3.896 3.314 -0.900
C11 -1.856 3.737 -2.244
C12 -0.392 3.462 -2.273
S1 0.117 1.834 -3.183
C13 1.635 1.398 -2.405
C14 -0.099 -1.589 0.027
O5 0.834 -1.382 -0.744
H1 3.129 -0.135 0.787
H2 3.971 -1.493 -0.025
H3 4.944 -0.382 0.984
H4 4.561 -2.440 2.352
H5 3.568 -0.961 3.048
H6 1.249 -3.947 -0.503
H7 0.663 -4.655 0.917
H8 -1.154 -1.112 3.195
H9 -2.527 -2.115 3.004
H10 -3.052 -1.148 0.674
H11 -2.484 0.211 1.696
H12 -0.357 0.319 0.910
H13 -1.232 0.267 -1.639
H14 -3.021 1.923 -2.374
H15 -4.647 2.701 -0.770
H16 -3.552 3.590 0.003
H17 -2.189 3.947 -3.284
H18 -2.004 4.714 -1.661
H19 0.005 3.191 -1.331
H20 0.014 4.418 -2.760
H21 2.428 2.015 -2.475
H22 1.549 1.145 -1.249
H23 1.965 0.435 -2.790

Partial charges, Mulliken, in e: -0.89 -0.32 -0.23 0.67 -0.61 -0.96 -0.01 0.59 -0.51 -0.77 -0.71 0.96 -0.30 0.24 -0.68 0.19 -0.75 -0.87 -0.57 -0.16 -0.74 -0.13 -0.62 0.12 0.34 0.43 0.30 0.27 0.44 0.42 0.27 0.37 0.31 0.35 0.12 0.33 0.39 0.27 0.30 0.27 0.34 0.34 0.36 0.57 -0.01 0.31

---

Here is a 2-piece molecular cluster, C14H23N4O3 overall from the OMol25 dataset. Energies are from wB97M-V/def2-TZVPD.

Values from the calculation:
- Highest occupied orbital energy: -1.4 eV
- Relative energy (zero: lowest compared OMol25 entry of this formula, charge and spin): 0.0 kJ/mol
- Multiplicity: 1
- Max |F|: 0.8 eV Å⁻¹
- Total charge: -1
- E_LUMO: 0.02 eV
- Gap between HOMO and LUMO: 1.399 eV

Positions of all 44 atoms, in Å:
C1 5.497 -1.044 1.202
C2 5.222 0.426 1.533
O1 4.111 0.937 0.849
C3 4.438 1.918 -0.177
N1 4.971 1.129 -1.283
C4 3.093 2.540 -0.536
C5 2.059 2.631 0.587
C6 0.741 3.270 0.099
C7 -0.579 2.483 0.282
N2 -0.392 1.079 0.630
C8 -1.481 0.239 0.678
N3 -2.638 0.486 1.179
N4 -1.206 -1.039 0.142
H1 4.954 -1.742 1.849
H2 5.191 -1.228 0.170
H3 6.568 -1.267 1.290
H4 6.096 1.043 1.289
H5 5.023 0.533 2.614
H6 5.211 1.749 -2.050
H7 4.227 0.499 -1.659
H8 3.255 3.562 -0.908
H9 2.626 1.983 -1.399
H10 1.901 1.642 1.016
H11 2.479 3.228 1.404
H12 0.612 4.243 0.585
H13 0.842 3.486 -0.970
H14 -1.170 2.548 -0.644
H15 -1.190 2.942 1.068
H16 0.371 0.632 0.136
H17 -2.642 1.404 1.618
H18 -1.943 -1.656 0.466
H19 -1.242 -1.000 -0.871
C9 -4.899 -4.476 -0.759
C10 -6.048 -4.298 -1.405
C11 -6.655 -2.949 -1.547
O2 -7.705 -2.799 -2.135
C12 -5.934 -1.805 -0.941
C13 -4.784 -1.976 -0.294
C14 -4.180 -3.327 -0.159
O3 -3.131 -3.469 0.430
H20 -4.432 -5.445 -0.641
H21 -6.599 -5.112 -1.858
H22 -6.403 -0.836 -1.056
H23 -4.234 -1.163 0.174

Partial charges, Mulliken, in e: -1.02 -0.64 0.15 -0.93 -0.54 -0.54 -0.53 -0.77 -0.54 -0.09 0.52 -0.70 -0.56 0.27 0.30 0.32 0.39 0.33 0.34 0.20 0.14 0.19 0.30 0.36 0.36 0.33 0.24 0.24 0.22 0.17 0.29 0.26 -0.38 -0.42 0.35 -0.56 -0.49 -0.14 0.52 -0.57 0.41 0.39 0.43 0.39

---

How do the records compare in E? In the order shown, they have -1825.28621, -1102.01053, -9066.75804, -2767.15930, -1289.21274, -786.73492, -1485.87441, -991.90808 hartree.